# 1
45
Properties=species:S:1:pos:R:3:mulliken_charge:R:1 method="wB97M-V/def2-TZVPD" charge=+1 e_homo_ev=-12.87
H 2.137 3.269 -2.468 0.339
H 0.613 -0.757 3.198 0.394
H 2.801 1.880 3.378 0.435
F -4.506 1.801 -3.742 -0.270
C 0.101 -2.586 0.350 -0.637
C 0.538 -1.612 2.512 -0.139
H 1.864 3.825 2.567 0.340
F -5.809 0.517 -2.524 -0.235
N 1.563 0.953 0.332 -0.140
C -4.582 0.579 -3.134 0.763
C -3.486 0.374 -2.120 0.318
H 2.491 -0.168 1.863 0.567
O 2.076 3.133 1.903 -0.544
C 0.177 -1.421 1.159 0.978
C -1.304 -0.004 -0.305 0.480
C -0.111 -0.055 0.596 0.065
C 2.485 0.869 1.517 -0.828
C -2.679 1.446 -1.758 -0.980
H 1.271 -2.986 4.018 0.386
H 1.073 1.647 2.950 0.332
H -2.193 -2.032 -0.151 0.655
H 1.449 1.968 0.202 0.436
H -0.215 0.721 1.367 0.402
H -2.888 2.420 -2.210 0.455
C 2.219 0.469 -0.915 -0.527
C 0.390 -3.859 0.860 -0.785
H -3.997 -1.670 -1.763 0.400
H 2.581 1.059 -2.912 0.422
H 1.913 -0.572 -1.048 0.240
C 0.755 -4.018 2.198 -0.532
H 3.492 1.138 1.157 0.505
H -0.157 -2.485 -0.711 0.570
C -1.619 1.254 -0.876 -0.639
H 0.357 -4.727 0.195 0.379
C 1.919 1.349 -2.094 -0.494
O 2.222 2.685 -1.686 -0.552
H 0.872 1.266 -2.384 0.305
C -3.303 -0.863 -1.509 -1.316
H 3.308 0.493 -0.744 0.486
C 0.870 -2.880 3.000 -0.708
F -4.582 -0.360 -4.133 -0.243
H 1.064 -5.005 2.555 0.389
H -0.989 2.119 -0.654 0.334
C -2.256 -1.038 -0.600 -0.173
C 2.071 1.865 2.562 -0.634


# 2
48
Properties=species:S:1:pos:R:3:mulliken_charge:R:1 method="wB97M-V/def2-TZVPD" e_above_lowest_kcal_mol=1.49 e_homo_ev=-8.92 smiles="CCOCc1nnc(NC(=O)[C@H]2CC(=O)N(CCc3ccc(F)cc3)C2)s1"
H 3.228 -2.023 0.951 0.351
N 1.423 1.960 -0.476 0.293
C 3.176 0.681 0.715 -0.695
H -0.058 4.645 -1.223 0.365
O -5.598 -2.576 -0.390 -0.331
N -3.226 -0.280 -1.437 -1.076
H -0.226 0.676 -0.318 0.369
C -3.250 1.236 0.143 0.448
C 1.553 3.272 -0.777 0.540
C 4.331 -0.248 0.486 0.082
H -3.713 -2.760 0.452 0.270
H 3.218 1.456 -1.303 0.443
H 3.526 1.615 1.158 0.343
O 2.545 3.789 -1.236 -0.679
C -4.521 -3.387 0.045 -0.087
H -6.202 -1.252 -1.759 0.320
H -5.837 -4.952 0.697 0.306
H -4.115 -3.947 -0.811 0.279
H -5.441 -3.773 1.947 0.317
C 6.626 -0.592 -0.172 -0.612
C -1.734 3.082 0.877 0.070
C 5.233 -2.484 0.392 -0.610
H -4.237 -4.978 1.458 0.387
O -1.608 3.940 1.714 -0.644
H 5.126 -3.550 0.509 0.422
H 7.585 -0.212 -0.486 0.421
H -4.749 -2.179 -2.243 0.309
S -4.801 0.442 0.436 -0.188
C 6.444 -1.953 -0.009 0.381
C 0.237 3.953 -0.437 -0.885
C -5.042 -4.337 1.109 -1.285
C 2.490 1.008 -0.623 -0.968
F 7.479 -2.788 -0.247 -0.327
C -4.365 -0.574 -0.932 0.527
C 4.179 -1.621 0.636 -0.235
C -5.255 -1.674 -1.407 -0.539
H 5.686 1.320 -0.045 0.410
H -1.298 2.583 -1.150 0.484
C 5.561 0.254 0.077 -0.317
N -2.598 0.728 -0.848 0.222
N -2.855 2.266 0.939 -0.054
H 2.453 0.222 1.392 0.418
H 0.251 1.485 1.200 0.227
C -0.752 2.806 -0.232 0.489
C 0.157 1.605 0.111 -0.778
H -3.483 2.505 1.699 0.255
H 2.096 0.091 -1.073 0.237
H 0.363 4.521 0.488 0.323


# 3
50
Properties=species:S:1:pos:R:3:mulliken_charge:R:1 method="wB97M-V/def2-TZVPD" e_above_lowest_kcal_mol=3.65 e_homo_ev=-8.34
C -2.392 1.895 -2.124 -0.786
H -1.843 2.964 -0.327 0.343
C 0.694 2.535 -2.746 -0.748
H -1.322 0.128 -1.471 -0.576
H 1.689 -1.244 3.941 0.278
N 1.708 -0.717 1.433 -0.341
H -3.268 1.359 -2.505 0.396
O -0.052 -3.799 3.844 -0.649
Sn -0.592 -0.254 1.573 1.230
C -0.725 -4.312 -2.773 -0.307
H 1.391 -3.888 -2.847 0.433
C -1.920 -3.973 -2.166 -0.524
H 2.032 2.098 0.768 0.263
H -3.809 0.954 -0.079 0.267
N 0.605 1.514 -0.596 0.449
O -3.000 1.404 0.188 -0.384
H -2.226 2.740 -2.800 0.384
N -0.797 -2.352 -0.814 0.130
C 0.438 -3.653 -2.395 -0.964
N 0.436 2.965 4.663 -0.647
C 0.725 4.243 4.542 0.454
H -3.531 3.157 -0.795 0.334
H -2.849 -4.457 -2.430 0.420
O -0.667 -1.930 2.802 -0.685
C 1.649 -2.195 3.401 -0.534
H 2.290 3.926 -3.091 0.414
C -1.888 -2.982 -1.192 -0.093
H 0.265 2.634 -3.735 0.450
C -2.707 2.438 -0.740 -0.590
H 2.055 -0.553 0.494 0.258
H 3.283 -2.026 1.988 0.435
C 0.217 -2.716 3.379 0.569
H 2.042 0.052 2.010 0.327
C 0.390 2.089 3.769 0.496
H 1.841 -2.802 1.336 0.332
H -0.701 -5.079 -3.535 0.382
C 0.349 -2.684 -1.414 0.046
C 1.681 2.227 -0.251 -0.276
I -3.664 -2.427 -0.230 0.061
H 3.186 3.664 -0.763 0.428
C 2.191 -2.000 1.989 -0.730
N 0.357 1.201 2.994 -0.706
H -1.096 0.541 -3.172 0.508
C -1.179 0.957 -2.164 0.193
N 0.982 5.370 4.510 -0.506
H 2.264 -2.915 3.936 0.346
C 2.323 3.108 -1.102 -0.810
H 1.230 -2.139 -1.098 0.370
C 1.818 3.254 -2.386 -0.466
C 0.097 1.678 -1.821 0.325


# 4
46
Properties=species:S:1:pos:R:3:mulliken_charge:R:1 method="wB97M-V/def2-TZVPD" e_above_lowest_kcal_mol=160.96 e_homo_ev=-7.85 smiles="CN1CCO[C@@H](CN2c3ccccc3N(c3ccccc3)S2(=O)=O)C1"
H 2.022 -1.404 0.685 0.854
C -2.863 2.466 0.973 -0.771
N -0.026 1.547 -1.789 0.436
H 2.160 -3.377 4.979 0.317
C 0.189 2.063 -3.023 -0.827
C -1.055 1.140 0.305 0.786
H -3.837 3.778 -0.537 0.353
C 0.350 -0.475 1.546 -0.993
H 0.954 0.334 2.083 0.149
H -2.000 0.881 2.145 0.332
H -1.993 3.470 -2.066 0.400
H 1.848 3.155 -2.519 0.593
H 0.750 -2.746 5.627 0.258
C 1.715 -2.156 2.719 -1.194
C -0.707 1.616 -3.997 0.317
C 1.064 -3.466 4.800 -1.004
C 0.281 -4.217 2.583 -0.732
H 2.256 3.856 -4.902 0.277
O 0.686 -2.882 0.610 -0.430
S 1.051 0.503 -0.971 1.016
C -1.994 2.815 -1.216 -0.408
C -0.289 -3.668 1.359 -0.743
C -1.952 1.445 1.201 -0.462
N -0.030 0.213 0.375 0.111
H -1.484 2.010 -6.029 0.259
H -0.673 -4.392 0.621 0.355
H -0.581 -0.751 2.006 0.271
H 1.800 -1.213 3.210 0.571
C 1.239 -1.753 1.304 -0.062
C 0.456 3.017 -5.547 -0.164
C 1.313 3.398 -4.551 -0.519
H 0.806 3.439 -6.481 0.364
H 0.980 -4.917 2.435 0.500
H -1.007 -3.024 1.697 0.360
C -3.004 3.076 -0.314 -0.784
H -1.559 1.029 -3.735 0.514
H 0.689 -4.446 5.101 0.365
O 1.327 -0.788 -1.722 -0.633
H 2.661 -2.728 2.517 0.456
H -0.529 -4.762 3.198 0.440
N 0.737 -3.107 3.402 0.086
O 2.186 1.189 -0.329 -0.661
C -0.608 2.210 -5.311 -0.891
H -3.479 2.785 1.770 0.423
C 1.193 2.981 -3.284 -0.224
C -1.042 1.858 -0.928 0.338


# 5
47
Properties=species:S:1:pos:R:3:mulliken_charge:R:1 method="wB97M-V/def2-TZVPD" e_above_lowest_kcal_mol=47.09 e_homo_ev=-9.69 smiles="Cc1ccc(S(=O)(=O)N2CCOCC2)cc1C(=O)NCc1cccnc1"
H 2.366 -3.505 0.309 0.417
H 2.448 -1.429 1.881 0.490
C -1.332 -2.069 0.085 0.116
C -2.614 -4.219 -0.146 -1.546
H 0.682 -1.670 -1.271 0.302
H 2.654 -3.205 -1.428 0.436
C 3.909 -0.899 -1.104 -0.431
H 5.060 1.670 0.471 0.380
C 2.310 -2.760 -0.489 -1.247
C -0.162 2.264 -1.307 -0.858
C -2.552 -2.727 -0.098 0.842
H 1.568 1.055 -0.829 -0.319
H -4.538 0.025 -0.373 0.463
H 1.778 3.659 1.633 0.393
S -2.397 1.848 0.060 1.231
H -0.407 4.144 0.580 0.277
C -2.441 0.057 -0.025 0.397
H 1.858 2.256 -2.120 0.407
C -3.701 -1.958 -0.263 -0.958
H 3.731 0.667 2.336 0.460
C -0.207 3.122 0.932 -0.727
H -0.359 -0.165 0.328 0.937
H 4.007 -1.302 -2.104 0.337
C -3.652 -0.574 -0.236 -0.981
O -3.041 2.364 -1.114 -0.684
N 4.579 0.215 -0.872 -0.613
O 1.901 3.004 -0.261 -0.440
O -2.880 2.259 1.344 -0.695
H 1.503 1.901 1.434 0.090
C 3.756 0.200 1.364 -0.531
N -0.744 2.142 0.012 0.210
H -0.597 1.494 -1.945 0.469
C 4.502 0.754 0.332 -0.289
H -0.690 2.972 1.896 0.443
O 0.157 -3.652 1.113 -0.643
C 1.354 2.081 -1.169 0.243
C 1.304 2.898 1.013 -0.310
C 3.123 -1.540 -0.153 0.624
H -2.230 -4.580 -1.100 0.320
C -1.288 -0.680 0.139 -0.399
N 0.913 -2.389 -0.602 -0.198
H -4.648 -2.454 -0.413 0.389
H -1.997 -4.645 0.641 0.355
H -3.637 -4.568 -0.032 0.425
C -0.037 -2.803 0.270 0.158
C 3.051 -0.964 1.113 -0.079
H -0.381 3.248 -1.742 0.338


# 6
43
Properties=species:S:1:pos:R:3:mulliken_charge:R:1 method="wB97M-V/def2-TZVPD" e_above_lowest_kcal_mol=23.65 e_homo_ev=-8.15 smiles="Cc1ccc(C)c(NC(=S)N/N=C/[C@@H](C)c2ccccc2)c1"
H 2.556 -0.075 -5.082 0.409
H 2.132 -3.768 -1.514 0.319
C -2.138 0.835 2.138 0.658
C 1.565 0.454 -1.914 -0.641
H -1.440 0.608 5.518 0.421
H -4.118 0.044 1.957 0.322
H -2.866 2.588 -1.232 0.404
N -0.109 -0.934 2.180 0.121
S 2.973 -2.631 0.644 -0.446
H 1.761 2.875 -2.915 0.321
H -4.585 1.163 -0.178 0.387
C 1.380 -0.865 -1.509 0.353
C 2.210 2.180 -3.621 -1.533
H 1.091 -3.928 -2.933 0.472
H 0.419 -3.397 -1.379 0.346
H -0.689 2.903 -0.119 0.440
C -1.181 1.649 1.541 -0.068
H 1.394 -2.232 2.768 0.275
H -0.743 1.756 4.371 0.337
C 1.567 -1.916 -2.408 0.966
H -2.711 -0.486 3.713 0.404
C 1.281 -3.336 -2.041 -1.822
C 1.986 0.761 -3.196 0.692
C -3.626 1.301 0.301 -0.608
H -2.478 1.776 4.693 0.367
H 2.165 -2.394 -4.397 0.394
C 1.568 -1.780 0.776 0.386
C -0.665 -0.783 3.306 -0.630
H 1.785 2.357 -4.607 0.381
H 0.207 -0.472 0.164 0.048
C -2.665 2.101 -0.290 -0.526
C 2.003 -1.595 -3.689 -0.690
C -1.609 1.133 4.580 -1.428
N 0.953 -1.724 2.001 -0.413
H 3.278 2.390 -3.675 0.300
C 2.218 -0.288 -4.078 -0.720
H -0.325 -1.297 4.211 0.373
H 1.383 1.245 -1.200 0.399
C -1.441 2.274 0.336 -0.597
C -3.362 0.672 1.506 -0.614
C -1.845 0.132 3.441 0.168
N 0.942 -1.082 -0.187 0.015
H -0.223 1.787 2.019 0.260


# 7
49
Properties=species:S:1:pos:R:3:mulliken_charge:R:1 method="wB97M-V/def2-TZVPD" charge=+1 e_above_lowest_kcal_mol=0.00 e_homo_ev="-10.35 / -10.45"
Ti 0.196 0.817 -0.132 0.211
N -0.645 5.208 1.677 0.237
H -1.882 6.392 2.981 0.410
O -5.161 -1.818 -2.783 -0.560
H 1.837 0.889 3.283 0.407
H 0.067 -2.246 -2.342 0.369
C -2.206 4.209 2.865 -0.605
C 1.650 -0.209 1.444 0.804
C -0.577 3.898 1.381 0.033
H 1.038 -3.379 -1.407 0.376
H 0.538 -0.311 3.281 0.394
C -2.537 0.046 -0.980 -0.355
C -4.687 -1.320 -1.800 0.461
S 0.592 3.211 0.320 -0.420
C 1.553 -0.105 2.941 -1.967
C 0.359 -2.527 -1.331 -1.769
H 0.371 -1.955 1.318 0.551
H -3.027 -0.778 -4.096 0.537
H 3.038 1.409 1.210 0.450
C 1.736 -0.398 -1.361 -0.767
O -1.555 0.791 1.022 -0.710
C -2.730 -0.453 -3.113 -0.529
N -1.597 0.210 -2.876 -0.107
C -3.375 -0.600 -1.908 0.575
C 2.485 0.633 0.696 -0.322
C 1.054 -1.402 -0.628 0.894
H 4.412 1.213 -1.474 0.368
N -1.461 0.529 -1.585 -0.028
H 3.049 1.613 -2.516 0.419
H -4.731 -0.914 0.085 0.424
C -1.651 5.412 2.606 -0.212
H 0.294 6.116 0.050 0.339
C 2.525 0.582 -0.699 0.764
H -0.920 0.532 -3.549 0.172
H -0.197 7.208 1.364 0.314
H 3.342 2.546 -1.042 0.323
H -0.525 -2.856 -0.788 0.388
N -1.522 3.288 2.103 0.266
O -5.262 -1.375 -0.609 -0.524
O -3.597 -0.108 1.134 -0.794
H 2.219 -0.830 3.415 0.373
C -2.617 0.242 0.508 1.152
C 0.981 -1.262 0.748 -0.364
H 1.223 6.156 1.562 0.325
H -1.695 2.285 2.017 0.154
H -3.021 3.934 3.508 0.477
C 3.374 1.548 -1.478 -1.698
H 1.767 -0.464 -2.441 0.590
C 0.227 6.236 1.129 -0.825


# 8
46
Properties=species:S:1:pos:R:3:mulliken_charge:R:1 method="wB97M-V/def2-TZVPD" e_above_lowest_kcal_mol=0.00 e_homo_ev=-7.54 smiles="Cn1c(=O)c2c(nc3n2CCCN3CCc2ccccc2)n(C)c1=O"
H -1.660 0.070 -1.334 0.440
O 4.740 -1.425 0.402 -0.720
H -2.660 -1.399 1.155 0.443
N 4.564 0.856 0.212 -0.032
H -7.063 0.016 0.337 0.372
C -2.444 -0.487 0.594 -0.606
C -3.694 0.325 0.417 0.227
C -1.850 -0.849 -0.778 -1.060
H 6.472 1.504 -0.350 0.323
C -6.092 0.487 0.281 -0.573
C -3.604 1.684 0.142 -0.355
C -4.948 -0.266 0.480 -0.324
H 2.148 -3.331 -1.010 0.193
H -1.533 -3.305 -0.082 0.424
H -1.695 0.092 1.138 0.386
H 6.392 0.001 0.617 0.371
H -2.630 2.149 0.090 0.485
H -5.032 -1.323 0.692 0.349
H 0.595 -4.498 0.529 0.397
H -6.886 2.429 -0.142 0.372
H -0.429 -3.476 -1.458 0.270
C -5.994 1.841 0.012 -0.418
C 0.533 -0.841 -0.470 0.344
C 4.041 -0.447 0.188 0.389
H 1.027 3.276 0.363 0.301
N 0.623 0.487 -0.517 -0.610
C 2.652 -0.428 -0.101 -0.247
H 6.132 1.596 1.385 0.325
H -4.664 3.495 -0.267 0.382
N 1.719 -1.448 -0.227 -0.104
C -0.567 -2.989 -0.483 -0.628
C 5.984 1.000 0.484 -1.163
H 2.438 4.003 -0.454 0.386
H 1.216 3.090 -1.392 0.327
H 2.706 -3.035 0.646 0.393
N 2.528 1.959 -0.241 -0.020
C 1.751 3.160 -0.445 -1.068
C 1.885 -2.864 -0.053 -0.517
C 3.883 2.044 0.013 0.669
O 4.455 3.114 0.061 -0.679
C 0.557 -3.412 0.464 -0.777
H 0.364 -3.008 1.459 0.301
H -2.548 -1.472 -1.343 0.367
C 1.932 0.739 -0.292 1.069
N -0.595 -1.551 -0.664 0.215
C -4.746 2.438 -0.058 -0.617


# 9
47
Properties=species:S:1:pos:R:3:mulliken_charge:R:1 method="wB97M-V/def2-TZVPD" e_above_lowest_kcal_mol=104.31 e_homo_ev=-7.57 smiles="Cn1cc(Nc2ncc3cnn([C@@H]4CCC5(CC5)C4)c3n2)cc1C(N)=O"
H -3.019 1.818 -6.304 0.294
C -1.809 -0.769 6.003 -0.973
H 0.789 -1.268 6.334 0.608
N 2.259 1.253 -6.296 -0.426
N -1.243 1.937 -5.178 0.142
N 0.087 0.128 0.218 -0.526
H 2.378 -0.357 4.672 0.408
N -0.504 1.115 -1.758 -0.271
C 1.411 -1.866 0.289 0.336
C 1.447 -1.831 -1.085 -0.843
H 1.296 0.821 5.291 0.421
H -1.584 -3.009 5.797 0.237
O 0.491 1.414 -7.621 -0.642
H -1.456 -0.721 2.783 0.361
H -1.736 2.971 -7.015 0.303
H 2.554 -3.633 1.299 0.434
H -2.475 0.020 5.818 0.281
N 1.043 -0.964 2.262 0.674
C -1.767 -2.079 5.192 -0.937
C 0.902 1.344 -6.475 0.092
H 1.010 -2.230 4.896 0.252
H -1.606 0.699 3.818 0.351
C -2.215 2.581 -6.108 -0.849
C -0.764 -1.024 4.888 1.149
C 0.178 0.139 -1.089 0.424
H -2.715 3.459 -5.614 0.300
H -2.387 2.103 -3.148 0.272
H 1.878 -2.521 -1.757 0.513
H -1.465 1.293 -1.311 0.256
C -1.541 1.817 -3.792 -0.614
C -0.921 -0.167 3.597 -0.861
H 1.445 0.438 -3.925 0.674
N 0.802 -0.802 -1.695 -0.480
C 1.383 0.015 4.635 -1.108
C 0.564 0.951 -4.122 -0.566
C 0.608 0.090 3.284 -0.034
N 1.646 -2.175 2.448 -0.781
C -0.442 1.278 -3.117 0.890
H 2.779 1.204 -7.107 0.234
H 2.564 1.851 -5.633 0.217
C 1.905 -2.775 1.312 -0.670
H -2.434 -2.184 4.455 0.339
H -1.664 -0.891 7.133 0.253
C 0.850 -0.762 0.893 0.617
C 0.650 -1.247 5.305 -1.046
H 0.711 1.118 2.851 0.464
C 0.118 1.417 -5.324 -0.167


# 10
45
Properties=species:S:1:pos:R:3:mulliken_charge:R:1 method="wB97M-V/def2-TZVPD" e_above_lowest_kcal_mol=19.01 e_homo_ev=-8.61 smiles="COc1ccc2oc(C(=O)OCC(=O)NC3CCCC3)c(C)c2c1"
H -1.816 3.696 -0.743 0.393
C 3.622 -0.391 0.484 0.075
H -4.914 1.040 0.009 0.499
C 4.103 -0.200 -1.886 -0.476
H -1.344 2.770 1.358 0.483
O -5.131 -1.401 -0.122 -0.680
C 6.260 0.496 0.953 -0.808
H -3.334 -3.283 -0.205 0.316
C 1.079 -1.267 2.368 -1.741
H 1.271 -0.279 2.787 0.361
C -1.736 2.025 0.668 -0.030
C -3.465 2.313 -1.062 -0.994
C -3.839 1.149 -0.145 -0.117
C -3.151 -2.492 -0.938 -0.389
O -1.767 -2.192 -1.019 -0.411
H 6.252 -0.458 1.491 0.323
H 2.551 -0.713 -3.277 0.459
C 1.964 -0.935 -1.217 -0.523
N -3.370 -0.101 -0.701 -0.120
C 1.194 -1.221 0.889 0.124
C 0.236 -1.539 -0.044 0.904
H -3.611 2.064 -2.112 0.399
H 0.086 -1.594 2.657 0.379
O 5.777 0.351 -0.360 -0.456
H 3.891 -0.312 1.524 0.558
H -3.635 2.241 1.699 0.359
H -2.421 -0.104 -1.043 0.203
O 0.690 -1.365 -1.323 -0.535
C -3.998 -1.274 -0.528 0.569
H 7.286 0.845 0.854 0.234
C 4.499 -0.081 -0.538 0.590
C 2.846 -0.623 -2.245 -1.260
H 1.819 -1.954 2.777 0.422
H 4.833 0.056 -2.638 0.437
H -3.447 -2.833 -1.932 0.354
H 5.680 1.235 1.515 0.321
C 2.340 -0.823 0.134 0.857
H -2.976 0.601 1.784 0.412
H -1.331 2.173 -1.468 0.271
C -1.141 -1.983 0.156 0.505
H -4.097 3.168 -0.824 0.392
O -1.670 -2.122 1.233 -0.643
H -1.004 1.218 0.611 -0.327
C -3.085 1.478 1.149 -0.866
C -1.997 2.622 -0.730 -0.821